Record 1
Formula: C16H22N4PdS3Se
Source: the OMol25 dataset
Level of theory: ωB97M-V/def2-TZVPD

Last column: natural (NBO) charge in e.
CARTESIAN COORDINATES (ANGSTROEM)
Pd  -0.5804  0.2678  1.1021  0.3357
C  1.5761  -3.7834  0.3374  -0.6433
C  1.0793  -2.3626  0.2515  -0.1911
S  -0.0039  -1.8749  1.5505  -0.2372
C  1.3869  -1.5090  -0.7243  -0.2072
C  2.2767  -1.8224  -1.8916  -0.6366
S  0.7572  0.1362  -0.7125  -0.2220
H  1.3352  -4.2115  1.3108  0.2175
H  2.6585  -3.8408  0.2088  0.2119
H  1.1126  -4.4189  -0.4214  0.2139
H  2.6431  -2.8479  -1.8510  0.2125
H  3.1382  -1.1505  -1.9182  0.2139
H  1.7379  -1.6922  -2.8337  0.2138
C  0.9833  1.5255  3.9879  -0.4161
N  0.4276  0.2910  4.4851  -0.3959
C  1.2599  -0.6783  5.1875  -0.2172
C  0.3469  -1.9097  5.3036  -0.2308
N  -0.9299  -1.4036  4.7938  -0.5885
C  -0.7535  -0.2217  4.1586  0.3738
S  -1.9404  0.4584  3.1420  -0.2129
H  1.5298  2.0192  4.7925  0.2016
H  0.1759  2.1687  3.6490  0.2434
H  1.6541  1.3314  3.1462  0.2217
H  1.5545  -0.2822  6.1616  0.1991
H  2.1594  -0.8848  4.6043  0.2146
H  0.2483  -2.2546  6.3314  0.2039
H  0.7000  -2.7219  4.6708  0.2187
H  -1.5868  -2.0343  4.3651  0.4239
C  -2.8467  0.5462  -1.6060  -0.4227
N  -1.9358  1.5551  -2.1072  -0.3732
C  -1.2241  2.4035  -1.3502  0.3186
Se  -1.2942  2.6199  0.4955  -0.1625
N  -0.3981  3.0844  -2.1664  -0.5347
C  -0.5256  2.6284  -3.4697  0.1098
C  0.1149  2.9679  -4.6495  -0.2216
C  -0.2628  2.2735  -5.7865  -0.2057
C  -1.2443  1.2784  -5.7431  -0.2105
C  -1.8845  0.9436  -4.5618  -0.2293
C  -1.5076  1.6427  -3.4260  0.1789
H  -3.1756  0.8391  -0.6128  0.2509
H  -2.3236  -0.4086  -1.5375  0.2396
H  -3.7020  0.4752  -2.2755  0.2072
H  0.3043  3.7057  -1.8028  0.4414
H  0.8804  3.7310  -4.6808  0.2255
H  0.2166  2.5013  -6.7288  0.2203
H  -1.5042  0.7543  -6.6527  0.2204
H  -2.6338  0.1652  -4.5259  0.2267

Output
Gap between HOMO and LUMO in eV: 6.556
E in eV: -124244.2285
HOMO level in Eh: -0.22848
Energy relative to the best compared isomer or geometry (same formula, charge and spin) in eV: 0.000

Record 2
Formula: C20H60O10
Source: the OMol25 dataset
Level of theory: ωB97M-V/def2-TZVPD

Last column: Mulliken charge in e.
CARTESIAN COORDINATES (ANGSTROEM)
C  1.4730  8.2958  18.0729  -1.0251
C  1.3546  7.3687  16.8663  -0.1679
O  0.1704  7.6985  16.1692  -0.5289
H  1.3706  9.3261  17.7321  0.2994
H  2.4589  8.2002  18.5280  0.3312
H  0.6597  8.1309  18.7796  0.2746
H  1.3450  6.3235  17.1753  0.2831
H  2.1110  7.5815  16.1109  0.2437
H  -0.0813  7.0360  15.5217  0.2901
C  3.8041  16.1901  22.7580  -0.9403
C  3.7497  15.4323  21.4216  -0.2172
O  3.1782  16.2066  20.3888  -0.5224
H  2.8113  16.3572  23.1758  0.2296
H  4.2928  17.1556  22.6269  0.2972
H  4.4245  15.5811  23.4154  0.3169
H  3.1642  14.5160  21.4975  0.2572
H  4.7752  15.1557  21.1769  0.2756
H  3.4748  15.8356  19.5545  0.3037
C  -6.6760  12.8560  27.6409  -0.9106
C  -8.0085  12.2498  28.0191  -0.2656
O  -8.2520  12.4072  29.4240  -0.5177
H  -5.9807  12.2822  28.2536  0.2745
H  -6.6115  13.9164  27.8846  0.2928
H  -6.4832  12.6369  26.5906  0.2736
H  -8.1142  11.2201  27.6776  0.3077
H  -8.8100  12.7645  27.4891  0.2480
H  -8.7462  11.6491  29.7443  0.2982
C  -6.7029  16.8931  23.3236  -1.0213
C  -7.2657  18.1994  22.9168  -0.1955
O  -8.2226  18.0817  21.8636  -0.5110
H  -7.4827  16.2664  23.7563  0.2912
H  -5.9661  17.0691  24.1073  0.2677
H  -6.1923  16.3119  22.5557  0.3668
H  -6.4760  18.8694  22.5767  0.2493
H  -7.7643  18.6329  23.7837  0.2612
H  -7.8472  17.4769  21.2194  0.2928
C  3.4174  11.7933  26.4900  -0.9199
C  2.6063  12.7042  27.3815  -0.2106
O  1.4176  12.0676  27.6993  -0.5175
H  2.9994  11.6868  25.4890  0.2533
H  3.5352  10.7876  26.8935  0.2827
H  4.4059  12.2258  26.3354  0.3214
H  2.2890  13.6428  26.9271  0.2655
H  3.1249  12.7870  28.3366  0.2289
H  0.7742  12.2844  27.0207  0.2933
C  -1.2428  18.4046  27.6022  -1.0223
C  -1.5881  19.0028  26.2102  -0.2167
O  -1.8492  17.9287  25.3594  -0.4935
H  -1.0380  19.2147  28.3022  0.3426
H  -0.3372  17.7980  27.6053  0.2793
H  -2.1049  17.8472  27.9686  0.2729
H  -0.7520  19.6489  25.9428  0.3061
H  -2.4833  19.6240  26.2388  0.2413
H  -1.4844  18.1080  24.4897  0.2906
C  -5.3450  6.9557  26.2214  -0.9655
C  -6.0171  5.6489  26.5260  -0.2066
O  -5.9428  4.8089  25.4296  -0.5079
H  -5.4071  7.5944  27.1024  0.3172
H  -5.7799  7.4679  25.3632  0.2345
H  -4.2682  6.8965  26.0629  0.3039
H  -7.0865  5.8186  26.6512  0.2861
H  -5.5972  5.1363  27.3915  0.2192
H  -6.8460  4.5507  25.2316  0.3191
C  -1.3831  11.4423  23.5285  -0.9855
C  -1.5026  13.0198  23.7110  -0.1644
O  -1.6773  13.3078  25.1209  -0.5301
H  -2.2781  11.0378  24.0013  0.2441
H  -0.5147  11.0126  24.0277  0.2650
H  -1.3823  11.1363  22.4824  0.3443
H  -2.3458  13.4503  23.1708  0.3107
H  -0.6143  13.4800  23.2783  0.2374
H  -1.7784  14.2567  25.2255  0.2789
C  2.7289  6.4962  23.5916  -1.0462
C  3.2122  5.3558  22.7533  -0.1248
O  4.4390  5.6814  22.1949  -0.5333
H  1.8802  6.1754  24.1956  0.3390
H  2.3677  7.3350  22.9966  0.2570
H  3.4634  6.8719  24.3039  0.2948
H  2.5121  5.1598  21.9411  0.2262
H  3.4297  4.4526  23.3234  0.2820
H  4.7934  4.8957  21.7722  0.3051
C  -6.4676  10.6512  21.6008  -0.8401
C  -6.8527  11.4264  20.3237  -0.3211
O  -5.7346  12.0257  19.5940  -0.5266
H  -5.6915  9.9196  21.3761  0.2856
H  -7.3336  10.1022  21.9705  0.3078
H  -6.0870  11.2623  22.4193  0.2232
H  -7.6307  12.1663  20.5115  0.3027
H  -7.2651  10.7081  19.6152  0.2678
H  -5.2648  11.2957  19.1841  0.3001

Output
Gap between HOMO and LUMO in eV: 10.170
E in eV: -42183.5449
HOMO level in Eh: -0.36463
Energy relative to the best compared isomer or geometry (same formula, charge and spin) in eV: 3.253
SMILES: CCO.CCO.CCO.CCO.CCO.CCO.CCO.CCO.CCO.CCO

Record 3
Formula: C3H12NO3
Source: the OMol25 dataset
Level of theory: ωB97M-V/def2-TZVPD

Last column: natural (NBO) charge in e.
CARTESIAN COORDINATES (ANGSTROEM)
O  1.3185  -1.6695  1.5779  -0.7494
C  0.5802  -0.8471  2.1584  0.0309
C  0.4441  0.5565  1.5323  -0.3456
N  0.3993  0.3617  0.0680  -0.5632
C  1.0813  1.4969  -0.6357  -0.4328
H  0.0876  -0.9784  3.1494  0.1027
H  -0.4345  1.0661  1.9496  0.2013
H  1.2896  1.2466  1.8093  0.1634
H  0.7374  -0.5512  -0.2560  0.4739
H  -0.5409  0.3370  -0.3882  0.4498
H  1.9875  1.1287  -1.1373  0.2207
H  1.2586  2.3221  0.0370  0.2195
H  0.4868  1.8417  -1.4966  0.2110
H  -1.3629  -2.4999  -1.5032  0.4634
H  -0.0864  -3.1976  -1.1409  0.4776
O  -0.5444  -2.3742  -0.9908  -0.9386
H  -2.4767  0.3045  -2.2457  0.4920
H  -2.3927  0.9760  -0.9325  0.4783
O  -1.8324  0.4801  -1.5549  -0.9552

Output
Gap between HOMO and LUMO (alpha / beta) in eV: 3.468 / 7.171
E in eV: -10934.5486
HOMO level (alpha / beta) in Eh: -0.12981 / -0.26934
Energy relative to the best compared isomer or geometry (same formula, charge and spin) in eV: 0.918
Multiplicity: 2

Record 4
Formula: C3H2FeLiO3
Source: the OMol25 dataset
Level of theory: ωB97M-V/def2-TZVPD

Last column: natural (NBO) charge in e.
CARTESIAN COORDINATES (ANGSTROEM)
H  -0.2029  2.4858  1.7437  0.0242
O  -0.1832  -1.3399  -0.8771  -0.4464
C  0.0703  -0.1230  -1.4021  0.9806
C  -0.0903  -1.4997  0.4210  0.3009
O  -0.3782  0.1309  -2.5319  -0.6843
O  0.5787  0.7795  -0.6791  -0.9001
C  -0.1493  -1.6523  1.6151  -0.3627
Fe  0.1519  2.0199  -2.2344  0.9010
H  -0.3195  -1.7725  2.6708  0.2787
Li  0.5224  0.9715  1.2739  0.9081

Output
Gap between HOMO and LUMO (alpha / beta) in eV: 8.894 / 4.628
Total charge: +1
E in eV: -43866.0826
HOMO level (alpha / beta) in Eh: -0.49646 / -0.42611
Energy relative to the best compared isomer or geometry (same formula, charge and spin) in eV: 1.310
Multiplicity: 5

Record 5
Formula: C44H48AsClIN3O5PSSi2Sm
Source: the OMol25 dataset
Level of theory: ωB97M-V/def2-TZVPD

Last column: Mulliken charge in e.
CARTESIAN COORDINATES (ANGSTROEM)
Sm  0.1939  -0.0480  0.8590  -0.2762
Cl  3.1581  5.1977  4.9777  -0.2799
C  2.8684  3.8713  3.9044  0.7577
C  3.9079  3.0445  3.6159  -0.6145
C  3.6756  1.9444  2.7666  -0.1579
I  5.1432  0.5549  2.3119  0.0385
C  2.4406  1.6933  2.2117  -0.8909
O  2.2267  0.6804  1.4001  0.7558
C  1.3804  2.6012  2.4902  0.7787
N  0.1786  2.3506  1.8681  1.0663
C  -0.8424  3.1505  2.1084  -0.3692
C  -0.7479  4.2332  3.0022  -1.3968
C  0.4270  4.5034  3.6268  -0.8553
C  1.5594  3.6867  3.3583  -0.2983
H  4.8827  3.2318  4.0389  0.4915
H  -1.7476  2.9385  1.5535  0.4727
H  -1.6446  4.8300  3.1698  0.4489
H  0.4917  5.3390  4.3083  0.4511
O  -2.9709  -0.6047  -1.6938  -1.1065
C  -2.2761  0.4047  -1.5165  -0.0270
O  -1.3154  0.5033  -0.6511  0.5941
C  -2.4728  1.6233  -2.3217  0.0305
C  -1.6355  2.7231  -2.1636  -0.2468
C  -1.8316  3.8872  -2.9379  -1.6380
C  -2.8844  3.8442  -3.8064  1.1729
O  -3.2845  4.8301  -4.6695  -0.5126
C  -4.4482  4.3480  -5.3167  -0.2811
O  -4.6947  3.0203  -4.8739  -0.5125
C  -3.7251  2.7527  -3.9475  0.8107
C  -3.5364  1.6148  -3.2298  -1.1966
H  -0.8271  2.6718  -1.4391  0.7197
H  -1.1733  4.7515  -2.8357  0.4593
H  -4.2782  4.3319  -6.3975  0.2547
H  -5.2938  4.9730  -5.0251  0.2617
H  -4.1215  0.7099  -3.3235  0.5548
C  -3.4456  -2.6549  2.7887  -0.5131
Si  -2.8965  -0.9152  3.1405  0.5639
C  -3.7496  -0.3319  4.7031  -1.1894
C  -3.5995  0.1265  1.7480  -0.3769
As  -0.6622  -0.5017  3.4871  -0.0204
Si  0.3957  -2.3971  4.1783  0.5198
C  0.2168  -4.0695  3.3502  -0.9150
C  -0.0585  -2.6886  5.9650  -1.1667
C  2.2412  -2.0447  4.0472  -0.8041
H  -3.9066  -3.1105  3.6769  0.4535
H  -2.5846  -3.2691  2.5057  -0.3030
H  -4.1710  -2.6985  1.9747  0.2755
H  -4.8306  -0.4333  4.6786  0.3351
H  -3.5258  0.7296  4.8687  0.2871
H  -3.3463  -0.8730  5.5604  0.2774
H  -4.6764  0.2467  1.8629  0.5534
H  -3.3831  -0.3092  0.7691  -0.2332
H  -3.1682  1.1310  1.7577  -0.0821
H  -0.7615  -4.2132  2.8981  0.1109
H  0.3755  -4.8489  4.1104  0.4226
H  0.9545  -4.1452  2.5635  0.2656
H  -1.1043  -2.9992  5.9942  0.2659
H  -0.0131  -1.7486  6.5141  0.2994
H  0.5665  -3.4472  6.4518  0.3635
H  2.5239  -1.8756  3.0009  -0.0711
H  2.8566  -2.8686  4.4457  0.4240
H  2.5328  -1.1316  4.5653  0.2687
C  -0.0015  -1.7596  -5.4203  -0.7824
C  0.8738  -2.5219  -4.6708  -0.7165
C  1.4465  -1.9800  -3.5332  -0.4702
C  1.1045  -0.6992  -3.1220  0.4394
C  0.1816  0.0406  -3.8603  -0.7278
C  -0.3550  -0.4767  -5.0099  -0.8622
P  1.8480  0.0261  -1.6433  1.5051
C  3.3896  -0.8620  -1.3515  0.6507
C  3.4608  -1.7810  -0.2997  0.6068
C  4.6198  -2.5027  -0.0997  -0.9377
C  5.7205  -2.2761  -0.9116  -0.5592
C  5.6661  -1.3366  -1.9345  -0.7426
C  4.4949  -0.6413  -2.1531  -0.4537
C  2.2954  1.7122  -2.1491  0.2303
C  2.2819  2.7572  -1.2219  -0.6812
C  2.6705  4.0261  -1.6194  -0.6281
C  3.0566  4.2658  -2.9221  -0.7308
C  3.0857  3.2287  -3.8474  -0.9088
C  2.6971  1.9549  -3.4700  -0.5807
H  -0.4316  -2.1613  -6.3356  0.3700
H  1.1703  -3.5127  -4.9950  0.4679
H  2.1776  -2.5579  -2.9649  0.3759
H  -0.0946  1.0328  -3.5490  0.8819
H  -1.0293  0.1164  -5.6111  0.5020
H  2.6322  -1.9221  0.3745  -0.3933
H  4.6960  -3.2231  0.7061  0.4710
H  6.6524  -2.8265  -0.7448  0.3398
H  6.5289  -1.1617  -2.5532  0.4582
H  4.4625  0.0891  -2.9373  0.3615
H  1.9905  2.5528  -0.2073  0.6943
H  2.6771  4.8289  -0.8863  0.4833
H  3.3799  5.2604  -3.2119  0.4191
H  3.4234  3.4112  -4.8601  0.4406
H  2.7193  1.1493  -4.1897  0.5053
S  0.1928  -2.8498  0.1637  -0.2638
C  -1.3370  -3.5846  -0.1662  -0.3831
N  -1.5173  -4.9192  -0.0649  -0.0157
C  -2.8698  -5.3377  -0.3840  -0.5399
C  -3.4355  -4.0539  -1.0008  -0.6194
N  -2.4494  -3.0439  -0.6318  0.7719
H  -0.8689  -5.4762  0.4587  0.2802
H  -3.4266  -5.6377  0.5041  0.2959
H  -2.8876  -6.1828  -1.0703  0.3177
H  -4.4191  -3.8182  -0.5999  0.3289
H  -3.5307  -4.1266  -2.0863  0.3942
H  -2.5048  -2.0665  -0.9465  -0.0658

Output
Gap between HOMO and LUMO (alpha / beta) in eV: 6.602 / 6.613
E in eV: -196366.9245
HOMO level (alpha / beta) in Eh: -0.24959 / -0.24926
Multiplicity: 6

Record 6
Formula: C4H5NO2
Source: the OMol25 dataset
Level of theory: ωB97M-V/def2-TZVPD

Last column: natural (NBO) charge in e.
CARTESIAN COORDINATES (ANGSTROEM)
O  1.0683  2.1766  0.8756  -0.5692
C  0.5749  1.1555  0.4511  0.6457
N  1.2374  0.1252  -0.1710  -0.6203
C  0.4176  -1.0437  -0.4439  -0.2440
C  -0.9917  -0.5672  -0.1173  0.0435
O  -1.2027  -0.3406  1.2704  -0.4579
C  -0.8960  0.7771  0.4431  -0.0414
H  2.0690  0.3349  -0.6949  0.4121
H  0.6997  -1.8736  0.2169  0.2106
H  0.5080  -1.3759  -1.4820  0.2039
H  -1.8471  -0.9316  -0.6799  0.2036
H  -1.6375  1.5632  0.3318  0.2135

Output
Gap between HOMO and LUMO in eV: 10.523
E in eV: -9812.9981
HOMO level in Eh: -0.35739
Energy relative to the best compared isomer or geometry (same formula, charge and spin) in eV: 1.317
SMILES: O=C1NC[C@H]2O[C@@H]12